Record 1
Below is a gas-phase ion, C11H11N3O (charge +2), with properties calculated with ωB97M-V/def2-TZVPD.

## Properties
LUMO energy, eV: -8.5722
SMILES: C=C[N+](=C)c1cccc2[nH+]c(C=O)cn12
Total charge: +2

Last column: Mulliken charge in e.
CARTESIAN COORDINATES (ANGSTROEM)
C (0.8890, -1.2842, -2.8423)  -0.71
C (0.0068, -1.9955, -2.1477)  0.07
N (-0.4487, -1.8851, -0.7748)  0.43
C (-1.3635, -2.5655, -0.2597)  -0.03
C (0.3190, -0.9803, 0.1899)  -0.50
C (1.4667, -1.3756, 0.7897)  -0.07
C (2.1601, -0.5905, 1.7483)  -0.49
C (1.6672, 0.6280, 2.1329)  -0.73
C (0.4940, 1.0515, 1.3291)  0.41
N (-0.0065, 2.3238, 1.2880)  -0.04
C (-1.0716, 2.3736, 0.3695)  -0.03
C (-2.0192, 3.5358, 0.2445)  -0.20
O (-2.0463, 4.5364, 0.9506)  -0.38
C (-1.1300, 1.1023, -0.1212)  0.23
N (-0.1664, 0.3458, 0.3772)  0.31
H (1.2324, -1.6661, -3.8612)  0.28
H (1.3117, -0.3245, -2.6049)  0.32
H (-0.5546, -2.7260, -2.7102)  0.30
H (-1.8941, -3.3068, -0.9258)  0.29
H (-1.6423, -2.5220, 0.8540)  0.31
H (1.9927, -2.2992, 0.6986)  0.49
H (2.9525, -1.1350, 2.2910)  0.41
H (2.1587, 1.4243, 2.7827)  0.39
H (0.2454, 3.1613, 1.7976)  0.26
H (-2.7199, 3.4707, -0.6573)  0.28
H (-1.8334, 0.7027, -0.9386)  0.39

=====

Record 2
Below is a single C11H11NO3 molecule, with properties calculated with ωB97M-V/def2-TZVPD.

## Properties
LUMO energy, eV: 0.8305
SMILES: O=C1Nc2ccccc2C12OCCCO2

Last column: Mulliken charge in e.
CARTESIAN COORDINATES (ANGSTROEM)
O (-0.7815, -0.4738, -2.6975)  -0.61
C (-0.8428, -0.3544, -1.4949)  -0.41
N (-2.0252, -0.2477, -0.8039)  -0.06
C (-1.9005, -0.0681, 0.5640)  0.34
C (-2.9197, 0.0232, 1.5368)  -0.88
C (-2.4966, 0.3442, 2.8184)  -0.27
C (-1.1702, 0.6652, 3.1310)  -0.73
C (-0.1968, 0.6366, 2.1288)  -0.51
C (-0.6036, 0.1104, 0.8636)  -0.33
C (0.2331, -0.0341, -0.4256)  2.22
O (0.9674, 1.1214, -0.6161)  -0.45
C (2.3232, 0.9377, -1.0412)  -0.41
C (2.3808, -0.1856, -2.1402)  -0.64
C (1.7485, -1.4564, -1.4278)  -0.51
O (1.0297, -1.1529, -0.2289)  -0.51
H (-2.8659, -0.5637, -1.2201)  0.26
H (-3.9793, -0.0936, 1.3123)  0.39
H (-3.1527, 0.3636, 3.7282)  0.29
H (-1.0325, 0.9192, 4.1569)  0.43
H (0.8242, 0.9679, 2.3840)  0.39
H (2.9721, 0.7494, -0.1389)  0.28
H (2.5454, 1.9333, -1.5108)  0.32
H (1.8024, 0.1563, -2.9997)  0.24
H (3.4009, -0.3149, -2.4839)  0.43
H (2.6666, -2.0123, -1.2087)  0.49
H (1.0731, -1.9711, -2.1859)  0.24

=====

Record 3
Below is 2 unconnected molecules or ions with the total composition C11H11O3, with properties calculated with ωB97M-V/def2-TZVPD.

## Properties
LUMO energy (alpha / beta), eV: 3.2631 / 3.1555
Spin multiplicity: 3
Total charge: -1

Last column: Mulliken charge in e.
CARTESIAN COORDINATES (ANGSTROEM)
C (0.7885, -0.3540, 3.4128)  0.17
C (-0.0245, -1.2561, 2.7317)  -1.08
C (1.2884, 0.8337, 2.7783)  -1.04
C (-0.3094, -1.0543, 1.4115)  -0.07
C (1.1165, 0.8922, 1.4265)  -0.41
C (0.2313, 0.0084, 0.6945)  -0.15
C (-1.9265, 2.4601, -0.4675)  0.82
C (-0.0571, 0.3490, -0.6083)  -0.49
C (0.1399, -0.2238, -1.9555)  1.81
C (0.7596, -1.6001, -1.9609)  -1.48
C (-0.9252, 0.1059, -2.9111)  -1.35
O (-2.7824, 1.7510, -0.1580)  -0.43
O (-1.1452, 3.2784, -0.6981)  -0.40
O (0.8807, 0.9262, -1.5137)  -0.52
H (0.9620, -0.4884, 4.4657)  0.42
H (-0.6481, -1.9133, 3.3672)  0.13
H (1.9135, 1.4295, 3.4103)  0.31
H (-0.8060, -1.7891, 0.8213)  0.41
H (1.5082, 1.7650, 0.8321)  0.24
H (1.5593, -1.7401, -2.6018)  0.39
H (-0.0078, -2.2902, -2.1997)  0.34
H (1.1131, -1.7807, -0.9101)  0.39
H (-1.8179, -0.4549, -2.6869)  0.29
H (-0.6931, -0.0990, -3.9275)  0.41
H (-1.1178, 1.2447, -2.7528)  0.29

=====

Record 4
Below is a single C11H12 molecule, with properties calculated with ωB97M-V/def2-TZVPD.

## Properties
LUMO energy (alpha / beta), eV: 0.4804 / -0.0203

Last column: Mulliken charge in e.
CARTESIAN COORDINATES (ANGSTROEM)
C (3.3625, -0.7956, 0.0618)  -0.41
C (2.2792, -1.5254, -0.4691)  -0.80
C (3.0180, 0.5203, 0.4396)  -0.37
C (0.8976, -1.1571, -0.3652)  -0.27
C (1.6929, 1.0157, 0.2424)  -0.79
C (0.5841, 0.1573, -0.0398)  0.79
C (-2.4120, -0.6944, 0.2474)  0.30
C (-1.8604, -0.0943, -0.9147)  -0.85
C (-3.2027, -1.4478, 1.0219)  -0.85
C (-0.7439, 0.7209, -0.2328)  0.71
C (-1.0676, 2.1324, 0.0421)  -1.67
H (4.4461, -1.1198, 0.0120)  0.33
H (2.4038, -2.5831, -0.5601)  0.31
H (3.7096, 1.2156, 0.9814)  0.30
H (0.1446, -1.9344, -0.5221)  0.34
H (1.5865, 2.0162, 0.2216)  0.48
H (-2.4630, 0.5226, -1.4175)  0.49
H (-1.3268, -0.8299, -1.5876)  0.33
H (-3.9479, -2.2230, 0.7327)  0.22
H (-3.2887, -1.5490, 2.1488)  0.22
H (-0.9795, 2.7453, -0.8857)  0.37
H (-0.6163, 2.7185, 0.7728)  0.49
H (-2.2161, 2.1892, 0.0699)  0.32

=====

Record 5
Below is a molecular structure, C11H12AgN4O2S, with properties calculated with ωB97M-V/def2-TZVPD.

## Properties
LUMO energy, eV: -4.0857
Total charge: +1

Last column: Mulliken charge in e.
CARTESIAN COORDINATES (ANGSTROEM)
Ag (-1.3990, 1.8470, -0.4342)  0.18
O (1.4567, -3.4452, 1.1662)  -0.53
C (1.8861, -2.6607, 2.2662)  -0.44
N (1.2537, -1.3733, 2.0656)  -0.20
C (1.5194, -0.4012, 3.0246)  0.18
O (1.9503, -0.8049, 4.1228)  -0.61
C (1.1649, 0.9411, 2.5850)  0.26
C (1.8130, 2.0852, 3.1367)  -0.24
C (1.3103, 3.3438, 2.7677)  -0.54
C (0.2715, 3.3802, 1.8590)  -0.27
N (-0.2759, 2.3072, 1.3143)  -0.32
C (0.1196, 1.1161, 1.7455)  -0.02
H (1.9653, -4.2804, 1.0884)  0.32
H (2.9515, -2.5669, 2.3406)  0.33
H (1.5867, -3.0543, 3.2194)  0.32
H (1.2158, -1.0796, 1.0912)  0.30
H (2.6806, 1.9197, 3.7817)  0.46
H (1.8665, 4.2458, 3.0673)  0.35
H (-0.0514, 4.4039, 1.4824)  0.31
H (-0.3809, 0.2415, 1.3230)  0.62
S (-3.2047, 1.6537, -1.9613)  -0.36
C (-2.4630, 0.3635, -2.9339)  0.37
N (-3.1475, -0.0664, -4.0010)  -0.08
C (-2.6850, -1.0814, -4.8020)  -0.07
C (-1.4147, -1.5165, -4.6528)  -0.52
C (-0.6988, -0.9691, -3.5966)  -0.03
N (-1.2200, -0.1102, -2.6905)  -0.30
H (-4.0223, 0.4977, -4.1370)  0.29
H (-3.4208, -1.4303, -5.5092)  0.42
H (-0.9153, -2.2019, -5.3310)  0.39
H (0.2874, -1.3041, -3.3984)  0.43

=====

Record 6
Below is 2 unconnected molecules or ions with the total composition C11H12BNO, with properties calculated with ωB97M-V/def2-TZVPD.

## Properties
LUMO energy, eV: -0.2456
SMILES: C=CCc1ccc(O)cc1.C=BC#N

Last column: Mulliken charge in e.
CARTESIAN COORDINATES (ANGSTROEM)
C (0.5183, 1.1877, -3.2927)  -0.86
C (0.5237, 1.5225, -2.0190)  0.03
C (-0.5664, 1.9911, -1.0386)  -1.12
C (-0.5078, 1.1727, 0.1981)  0.42
C (-1.3813, 0.0710, 0.3654)  -0.67
C (-1.3920, -0.8059, 1.4438)  -0.76
C (-0.5709, -0.5292, 2.5890)  0.87
O (-0.5222, -1.2406, 3.7581)  -0.56
C (0.2596, 0.6144, 2.5145)  -0.55
C (0.4114, 1.3006, 1.2891)  -0.34
H (-0.4552, 1.0497, -3.7450)  0.24
H (1.4028, 1.0674, -3.7161)  0.38
H (1.5435, 1.5105, -1.4874)  0.15
H (-0.2677, 2.9303, -0.7502)  0.38
H (-1.5209, 1.8389, -1.3912)  0.48
H (-2.0954, -0.2569, -0.3119)  0.57
H (-2.1338, -1.5943, 1.2286)  0.33
H (0.1989, -1.1230, 4.3897)  0.33
H (0.9528, 0.9986, 3.2412)  0.28
H (1.1548, 2.0819, 1.4018)  0.37
C (1.5808, -2.2273, 0.0493)  -0.47
B (0.4598, -1.9549, -0.7094)  0.10
C (-0.5447, -2.2447, -1.7880)  0.40
N (-1.3689, -2.4420, -2.5707)  -0.53
H (2.0194, -2.1526, 1.0001)  0.34
H (2.3015, -2.7660, -0.6486)  0.17

=====

Record 7
Below is 5 unconnected molecules or ions with the total composition C11H12BrCl16NO, with properties calculated with ωB97M-V/def2-TZVPD.

## Properties
LUMO energy, eV: 0.0230
SMILES: O=C1C[C@H](CCCBr)CN1.ClC(Cl)(Cl)Cl.ClC(Cl)(Cl)Cl.ClC(Cl)(Cl)Cl.ClC(Cl)(Cl)Cl

Last column: Mulliken charge in e.
CARTESIAN COORDINATES (ANGSTROEM)
O (2.3432, -1.5373, -0.8187)  -0.42
C (1.3629, -1.0954, -1.2388)  0.09
C (0.0140, -1.0514, -0.5275)  0.13
C (-0.5464, 0.1934, -1.1591)  0.75
C (-1.9182, 0.7373, -0.7616)  -0.55
C (-3.0399, 0.6621, -1.7996)  -0.85
C (-3.8571, -0.5963, -1.8284)  -0.69
Br (-2.9214, -2.2179, -2.3674)  -0.20
C (-0.1513, 0.0502, -2.5936)  -1.12
N (1.2406, -0.4685, -2.4822)  -0.20
H (0.0839, -0.9355, 0.5363)  -0.15
H (-0.5436, -1.9539, -0.7053)  0.22
H (0.1332, 0.9686, -0.8189)  0.09
H (-2.2266, 0.2663, 0.1563)  0.06
H (-1.7839, 1.7748, -0.5218)  0.42
H (-3.7493, 1.4268, -1.5252)  0.45
H (-2.6712, 0.9347, -2.7741)  0.33
H (-4.3055, -0.8023, -0.8825)  0.31
H (-4.6569, -0.4855, -2.5275)  0.47
H (-0.6453, -0.7198, -3.1615)  0.24
H (-0.2347, 0.9134, -3.2236)  0.39
H (1.8252, 0.3608, -2.4580)  0.29
Cl (-0.9659, -0.2772, 5.2189)  -0.08
C (0.2869, 0.1952, 4.0673)  0.26
Cl (1.2466, -1.2172, 3.6237)  -0.08
Cl (-0.4861, 0.8622, 2.6281)  -0.01
Cl (1.3305, 1.4118, 4.8016)  -0.08
Cl (4.9480, -4.3154, -1.7039)  -0.10
C (5.0578, -3.3361, -3.1702)  0.34
Cl (6.4823, -2.2927, -3.0716)  -0.12
Cl (5.2104, -4.4018, -4.5757)  -0.11
Cl (3.6127, -2.3465, -3.3242)  -0.05
Cl (3.0148, 3.1417, 2.6559)  -0.09
C (4.1978, 2.0668, 1.8888)  0.26
Cl (5.2544, 3.0088, 0.8298)  -0.11
Cl (5.1550, 1.2879, 3.1523)  -0.10
Cl (3.3783, 0.8335, 0.9347)  0.03
Cl (-4.4610, 0.8598, 5.3936)  -0.09
C (-4.2911, 1.7901, 3.9030)  0.30
Cl (-2.8401, 2.7979, 3.9954)  -0.06
Cl (-4.1749, 0.6832, 2.5394)  -0.05
Cl (-5.7082, 2.8236, 3.6957)  -0.10

=====

Record 8
Below is a molecular structure, C11H12BrClSm, with properties calculated with ωB97M-V/def2-TZVPD.

## Properties
LUMO energy (alpha / beta), eV: 2.8538 / 2.8543
Spin multiplicity: 6
Total charge: -1

Last column: Mulliken charge in e.
CARTESIAN COORDINATES (ANGSTROEM)
C (-2.1732, -0.8308, -0.1114)  -0.67
C (-1.8687, -1.3398, 1.2028)  -0.56
C (-1.5247, -0.2159, 2.0218)  -0.52
H (-1.8568, -2.3864, 1.5420)  0.46
C (-1.6450, 0.9730, 1.2319)  -0.58
C (-2.0993, 0.5934, -0.0666)  -0.32
H (-2.4258, 1.2804, -0.8478)  0.47
H (-2.4218, -1.4533, -0.9877)  0.43
H (-1.2325, -0.2303, 3.0725)  0.57
H (-1.4505, 2.0036, 1.5624)  0.34
Sm (0.4228, -0.4744, 0.2464)  0.98
Br (1.2042, -3.0744, 0.2863)  -0.61
C (2.0362, 0.7717, -1.4562)  -0.68
C (0.8722, 1.5512, -1.7687)  -0.46
C (-0.0969, 0.6811, -2.3410)  -0.38
H (0.7808, 2.6384, -1.7045)  0.39
C (0.4390, -0.6463, -2.3502)  -0.76
C (1.7954, -0.5660, -1.9009)  -0.38
H (2.5144, -1.3852, -1.8932)  0.49
H (2.9444, 1.1699, -1.0101)  0.47
H (-1.0459, 1.0001, -2.7808)  0.50
H (-0.1061, -1.5353, -2.6657)  0.37
Cl (1.5994, -0.8457, 3.5082)  -0.25
C (1.6346, 0.3986, 2.3427)  -0.78
H (1.0355, 1.2428, 2.7191)  0.18
H (2.6683, 0.6799, 2.1488)  0.30

=====

Record 9
Below is 3 unconnected molecules or ions with the total composition C11H12Cl2N2, with properties calculated with ωB97M-V/def2-TZVPD.

## Properties
LUMO energy, eV: 0.5315
SMILES: c1ccncc1.c1ccncc1.ClCCl

Last column: Mulliken charge in e.
CARTESIAN COORDINATES (ANGSTROEM)
C (3.3977, 0.0352, -2.2973)  -0.36
C (2.8046, -0.5921, -1.2026)  -0.12
C (3.5772, -1.1624, -0.2192)  -0.35
N (4.9330, -1.1949, -0.2467)  -0.53
C (5.5216, -0.5274, -1.2910)  -0.20
C (4.8002, 0.0754, -2.3370)  -0.34
H (2.7986, 0.4271, -3.1060)  0.39
H (1.7346, -0.4758, -1.1136)  0.39
H (3.1781, -1.7534, 0.5918)  0.40
H (6.5981, -0.5876, -1.3535)  0.36
H (5.3078, 0.4226, -3.2248)  0.34
C (-3.4769, 1.5240, 3.1563)  -0.26
C (-4.6287, 2.2101, 2.7012)  -0.34
C (-4.8147, 2.3458, 1.3678)  -0.22
N (-4.0582, 1.7449, 0.4090)  -0.55
C (-2.9821, 1.0716, 0.8636)  -0.19
C (-2.6262, 0.9730, 2.1962)  -0.29
H (-3.2712, 1.4338, 4.2126)  0.38
H (-5.3600, 2.6380, 3.3709)  0.36
H (-5.4785, 3.1109, 0.9931)  0.36
H (-2.2839, 0.6581, 0.1509)  0.44
H (-1.7016, 0.5242, 2.5280)  0.33
Cl (0.4546, -3.6227, -0.6250)  -0.14
C (-0.7719, -2.5744, -1.3922)  -0.01
Cl (-2.1558, -2.2321, -0.2939)  -0.16
H (-0.3116, -1.5908, -1.4856)  -0.01
H (-1.1849, -2.8812, -2.3532)  0.34